(1)
The following is a DFT calculation (ωB97M-V/def2-TZVPD) of a molecular structure, C36H24BCrF3O5S.

XYZ file:
```
71
Properties=species:S:1:pos:R:3:forces:R:3
O 2.242751 3.601791 4.137401 0.2 -3.3 -1.0
C 2.237488 2.480028 3.860696 -0.5 4.0 1.0
Cr 2.147641 0.579869 3.668762 -0.3 0.5 1.2
C 0.494638 0.751591 4.594523 -1.9 1.0 1.9
O -0.387018 0.998365 5.304137 1.8 -0.9 -1.9
C 2.866710 0.583063 5.439923 1.2 0.5 5.2
O 3.184909 0.711226 6.552610 -1.0 -0.6 -4.3
C 3.874040 0.002209 2.518570 1.0 -0.4 -0.8
C 3.024659 0.785778 1.721482 0.7 0.1 0.0
C 1.672354 0.422793 1.596213 -1.4 -0.2 -1.3
C 1.188656 -0.802689 2.116124 -0.5 0.4 0.5
C -0.213672 -1.204898 1.958970 -0.5 -0.1 0.2
C -1.396495 -1.572410 1.963481 2.6 1.0 -0.6
C -2.757243 -1.670044 2.036251 -0.1 0.7 2.9
C -3.344402 -0.562666 2.966973 1.8 -0.7 2.7
C -4.323932 -0.789910 4.058696 -0.6 0.1 -0.8
C -5.068232 0.284091 4.501654 0.1 -0.2 0.6
C -4.693092 1.593976 4.135963 -0.1 0.0 0.0
C -3.466001 1.831838 3.516322 0.8 -0.2 0.3
C -2.672035 0.736346 3.160533 -0.5 0.2 -0.6
C 2.020322 -1.468125 3.050858 -0.9 -1.4 -0.1
C 3.369632 -1.116785 3.206906 0.7 0.0 -0.1
H 4.915558 0.296622 2.658130 -0.3 -0.1 -0.1
H 3.388371 1.683189 1.208753 -0.1 -0.4 0.4
H 0.971974 1.066043 1.058132 0.4 -0.3 -0.1
H -3.280899 -2.614325 1.969420 -0.2 0.3 -0.2
H -4.509982 -1.800306 4.418949 -0.3 0.1 -0.4
H -5.922807 0.164057 5.185178 0.6 -0.1 -0.3
H -5.320210 2.437102 4.421155 0.1 -0.2 -0.1
H -3.110507 2.850572 3.335374 0.0 -0.4 0.3
H -1.637975 0.820384 2.845584 -0.3 0.4 -0.6
H 1.586423 -2.282876 3.636037 0.3 0.1 -0.3
H 4.004914 -1.714168 3.871223 -0.2 0.4 -0.2
C -6.338290 -5.231622 -2.494376 0.3 -0.5 0.0
C -5.055327 -4.853833 -1.852749 -0.4 0.0 1.0
C -4.188722 -3.877473 -2.322063 2.2 0.9 0.5
C -3.048982 -3.714246 -1.484237 -1.1 0.6 -1.7
C -3.097876 -4.420239 -0.282155 -0.3 -0.9 -0.1
B -4.118099 0.018705 1.782060 -1.6 -0.9 -4.1
C -2.098205 -4.510482 0.759365 -0.5 -0.2 -0.5
C -2.393889 -5.147442 1.982683 0.0 0.0 0.2
C -1.378282 -5.429365 2.877976 -0.2 -0.3 -0.4
C -0.058410 -5.213561 2.466254 0.1 0.1 0.0
C 1.073963 -5.887377 3.171095 1.6 -1.3 1.3
F 2.043165 -6.358735 2.325989 -1.3 0.9 0.7
F 1.690414 -5.010292 4.029275 -0.4 -0.5 -0.6
F 0.655983 -6.953728 3.908513 0.2 1.2 -0.7
C 0.235109 -4.399708 1.378550 -0.3 0.0 -0.4
C -0.792590 -4.034853 0.531757 0.1 0.1 -0.2
O -3.712785 0.802178 0.688486 0.5 -1.0 1.3
C -4.880380 0.965791 -0.017003 -2.7 -0.9 1.3
C -5.904182 0.157020 0.599607 1.1 2.3 -1.6
C -7.212229 0.588165 0.673926 -0.5 0.2 -0.3
C -7.424861 1.919233 0.327599 -0.6 -0.5 -0.2
C -6.486557 2.640649 -0.406408 0.6 0.1 -0.3
C -5.218044 2.120243 -0.693766 -0.3 0.7 -0.3
O -5.352487 -0.613176 1.571219 1.2 0.2 0.9
S -4.513414 -5.446654 -0.315006 -0.4 -0.2 0.2
H -6.201243 -5.197938 -3.579413 -0.2 0.0 0.1
H -6.679404 -6.227126 -2.204487 0.0 0.1 0.0
H -7.121726 -4.515190 -2.218915 0.1 0.0 0.0
H -4.382477 -3.297778 -3.233459 0.3 -0.4 0.4
H -2.190490 -3.116207 -1.746890 -0.1 0.3 -0.1
H -3.415213 -5.450246 2.223074 0.3 0.1 -0.1
H -1.614578 -5.891322 3.831286 0.2 -0.2 -0.2
H 1.238696 -4.050952 1.152322 0.0 -0.4 0.1
H -0.566589 -3.418137 -0.335782 -0.1 -0.3 0.1
H -8.001669 -0.060155 1.045468 0.2 0.3 0.4
H -8.345134 2.390210 0.662325 0.0 -0.1 -0.5
H -6.703443 3.671234 -0.687263 0.0 -0.4 -0.2
H -4.506390 2.650476 -1.325140 -0.1 0.1 0.5
```
Forces are in eV/Å.

electronic energy: -96013.1599 eV
net charge: +3
F_max: 5.4 eV/Å
multiplicity: 4
relative energy (zero: lowest compared OMol25 entry of this formula, charge and spin): 0.1 kcal/mol
orbital gap (spin up / spin down): 5.6368 / 4.2936 eV

(2)
The following is a DFT calculation (ωB97M-V/def2-TZVPD) of a molecular structure, C36H24F4O10V.

XYZ file:
```
75
Properties=species:S:1:pos:R:3:forces:R:3
O 14.692841 -12.004803 -7.155617 -1.5 -1.4 0.9
V 14.362805 -13.176198 -6.085009 8.3 0.0 0.7
O 12.884351 -13.456433 -5.793256 -2.9 -0.1 0.0
C 17.613190 -14.825572 -6.940227 4.0 -1.4 0.3
C 19.012593 -15.292935 -6.820116 2.4 2.9 -1.5
C 19.345034 -16.772666 -6.497316 -1.2 -2.6 0.7
O 20.527303 -17.166695 -6.445528 -1.4 0.6 -0.2
C 18.120627 -17.664017 -6.279213 4.4 3.2 -1.0
C 16.879272 -17.131437 -6.446406 -2.4 -4.7 1.5
C 16.628591 -15.700654 -6.681293 1.0 2.4 -0.3
O 15.504600 -15.109904 -6.612152 -5.9 1.4 1.0
O 15.959730 -18.057432 -6.251404 -0.4 2.8 -0.9
O 19.986236 -14.497291 -7.055399 -2.7 -2.3 0.7
H 17.488247 -13.755533 -7.016510 -0.3 -0.1 -0.1
H 18.189801 -18.717851 -6.053254 0.2 0.1 0.0
C 17.875977 -12.361452 -4.343078 0.5 -0.2 1.0
C 16.728033 -12.488050 -3.618510 0.4 -0.1 -0.6
C 16.806897 -12.779704 -2.091708 -3.9 -2.1 2.4
O 15.764840 -13.172865 -1.372429 1.5 1.6 -2.8
C 17.997138 -12.758632 -1.414578 2.7 0.6 -1.3
C 19.231954 -12.580049 -2.117854 0.3 1.4 1.4
C 19.163607 -12.525178 -3.694409 1.7 -0.6 0.5
O 20.258898 -12.675109 -4.240165 -1.2 0.5 -0.3
O 20.336553 -12.333523 -1.541151 -1.5 -0.7 -1.1
O 15.610468 -12.372587 -4.277522 -2.7 -1.0 -0.9
H 17.758587 -12.269643 -5.412751 0.4 0.0 -0.1
H 18.056922 -12.830920 -0.338667 -0.3 -0.1 0.0
F 11.769671 -10.859939 -7.994028 -0.5 -0.1 -0.1
C 12.076229 -9.588196 -7.775065 1.9 1.8 0.2
C 11.239404 -8.721854 -7.092196 -1.0 -1.0 -0.7
C 11.569526 -7.401172 -6.844973 0.7 -0.8 1.1
C 12.878119 -7.012130 -7.045761 0.8 0.1 -2.0
C 13.759251 -7.823300 -7.818426 -1.5 -0.9 0.3
C 13.349458 -9.121494 -8.208216 -1.1 0.3 0.7
H 10.257445 -9.069854 -6.807494 -0.1 -0.2 0.1
H 10.845110 -6.852235 -6.261628 0.1 0.5 -0.1
H 13.236937 -6.004741 -6.894657 -0.2 0.1 0.5
H 14.707817 -7.391942 -8.102252 0.2 -0.3 0.0
H 13.879739 -9.861155 -8.789674 0.7 0.3 0.0
F 15.818016 -11.495701 -9.805095 0.3 0.2 0.0
C 16.114060 -12.469560 -10.668826 0.7 0.0 -1.8
C 16.603271 -12.146579 -11.932083 -0.5 0.3 -1.6
C 16.820992 -13.104899 -12.988583 -0.1 1.9 2.6
C 16.614231 -14.395782 -12.605610 0.1 -1.9 -0.3
C 16.047065 -14.718506 -11.396565 -0.6 0.6 2.7
C 15.865033 -13.775174 -10.374506 -0.3 -0.1 -0.1
H 16.647188 -11.090069 -12.151790 0.3 0.2 -0.1
H 17.123627 -12.810901 -13.982753 0.3 0.1 0.1
H 16.983838 -15.262431 -13.133549 -0.4 0.1 -0.9
H 15.666832 -15.673505 -11.065207 0.7 -0.6 -0.6
H 15.534905 -13.947825 -9.360786 -0.3 -0.7 0.0
F 14.031555 -16.017437 -9.350798 1.0 1.4 -0.7
C 13.192871 -16.923939 -8.950269 -1.6 -3.2 -1.1
C 12.663810 -16.838938 -7.702765 0.0 0.9 1.6
C 11.828637 -17.795982 -7.126504 -0.1 -0.9 -2.7
C 11.529526 -18.888616 -8.011293 0.3 0.0 1.8
C 12.141001 -19.049309 -9.227240 0.1 0.9 -0.9
C 12.891908 -18.022529 -9.780895 1.0 0.7 0.7
H 13.046325 -15.948572 -7.225980 -0.2 0.0 0.9
H 11.421396 -17.700344 -6.130814 0.1 0.0 0.0
H 10.963841 -19.775631 -7.767194 -0.4 0.2 0.9
H 12.019514 -19.985656 -9.751528 -0.2 0.0 -0.2
H 13.388829 -18.089826 -10.737420 0.0 -0.1 -0.1
F 12.366636 -19.411862 -1.995855 2.2 -3.6 1.1
C 11.853993 -18.329400 -2.406381 -0.9 3.8 -1.3
C 10.583168 -18.061137 -2.000299 -1.7 0.2 -0.5
C 9.964091 -16.925230 -2.483873 0.6 1.5 -0.7
C 10.694603 -15.969019 -3.240547 -1.5 -0.7 0.0
C 11.976852 -16.239488 -3.632359 -0.2 -0.4 -0.1
C 12.535649 -17.423127 -3.213235 1.4 -0.8 0.4
H 9.992501 -18.813471 -1.498790 0.1 -0.1 0.3
H 8.902387 -16.770959 -2.359904 -0.1 0.1 0.3
H 10.224012 -15.105470 -3.686899 -0.3 0.1 0.3
H 12.479449 -15.621045 -4.361276 0.3 0.2 0.3
H 13.572354 -17.601548 -3.457785 0.1 -0.4 -0.2
```
Forces are in eV/Å.

electronic energy: -94747.6142 eV
net charge: -3
F_max: 8.4 eV/Å
multiplicity: 1
relative energy (zero: lowest compared OMol25 entry of this formula, charge and spin): 53.3 kcal/mol
orbital gap: 4.4121 eV

(3)
The following is a DFT calculation (ωB97M-V/def2-TZVPD) of a molecular structure, C36H24IrN5O5PS.

XYZ file:
```
73
Properties=species:S:1:pos:R:3:forces:R:3
Ir -0.762271 -0.121274 -0.300465 0.6 -0.2 -1.2
O -0.385099 -1.953792 0.452515 0.0 -0.3 0.0
C 0.725902 -2.325271 0.986744 -0.1 0.1 0.2
C 0.947645 -3.721819 1.108499 0.1 -0.3 0.0
C 2.100442 -4.223076 1.647986 -0.4 0.1 -0.3
C 3.108335 -3.361431 2.127157 0.3 0.4 0.1
C 2.919768 -2.011127 2.070947 0.3 -0.4 0.1
C 1.740952 -1.445274 1.532674 -0.4 0.5 -0.4
C 1.551480 -0.058372 1.709918 0.5 -0.5 0.5
N 0.433364 0.539529 1.381707 -1.0 0.2 -0.7
N 0.123399 1.707495 1.884733 1.0 0.0 0.6
C -1.199603 1.982135 1.713730 -0.9 -0.2 -0.1
O -2.001065 1.165458 1.213874 0.4 0.3 0.1
C -1.661539 3.290875 2.230531 0.0 0.0 0.0
C -1.344689 3.680431 3.528139 0.1 0.0 0.0
C -1.811378 4.890601 4.012942 0.0 0.0 0.0
C -2.564644 5.721148 3.195072 0.0 0.0 0.0
C -2.865765 5.336077 1.896308 0.0 0.1 0.0
C -2.427520 4.114308 1.411484 -0.1 -0.1 0.0
H 0.165089 -4.374952 0.742810 0.0 0.0 0.0
H 2.251459 -5.294481 1.679958 0.0 0.0 0.1
H 4.024823 -3.763861 2.535300 0.0 0.0 0.0
H 3.678901 -1.340495 2.452915 0.0 0.0 0.0
H 2.293311 0.498220 2.279712 -0.1 0.1 0.0
H -0.748051 3.027640 4.152060 0.0 0.0 0.0
H -1.582590 5.193096 5.026524 0.0 0.0 0.0
H -2.918849 6.671676 3.572981 0.0 0.0 0.0
H -3.444864 5.992884 1.260617 0.0 0.0 0.0
H -2.669955 3.797407 0.406818 0.0 0.0 0.0
O -2.977998 0.231765 -1.267525 0.2 -0.2 0.8
S -2.480562 1.528281 -1.732702 -0.7 0.5 -1.6
O -3.311147 2.677097 -1.546381 0.1 0.0 0.2
O -1.074425 1.717092 -1.208305 0.1 -0.1 0.6
C -2.259911 1.245667 -3.457292 -0.4 0.2 -0.1
C -3.024946 1.948909 -4.377322 0.1 0.2 0.2
C -3.017239 1.550848 -5.701699 0.0 0.0 -0.1
C -2.245462 0.462536 -6.082030 0.1 -0.1 -0.1
C -1.461178 -0.210519 -5.153754 -0.3 0.2 0.0
C -1.470071 0.170432 -3.814568 0.3 -0.6 0.7
P -0.177953 -0.694442 -2.590376 -0.4 0.6 -0.9
C 1.118239 0.460206 -3.300440 0.0 -0.2 0.4
C 1.595750 0.337104 -4.599870 0.1 0.1 0.0
C 2.666681 1.113246 -5.023709 0.0 -0.1 -0.1
C 3.268246 2.009721 -4.156485 0.1 0.1 0.0
C 2.801539 2.131834 -2.855767 -0.1 0.0 0.0
C 1.741246 1.351966 -2.425057 0.0 0.1 -0.2
C -0.524785 -2.359756 -3.256731 -0.1 -0.1 0.4
C -1.789960 -2.847208 -3.443396 0.2 0.2 0.0
C -2.030161 -4.227322 -3.473104 -0.1 -0.1 0.0
C -0.998008 -5.137945 -3.131793 0.0 0.0 0.1
C 0.268138 -4.716273 -2.908105 0.0 0.1 0.1
C 0.640339 -3.290173 -3.171009 0.1 0.0 -0.3
H -3.608344 2.790912 -4.026716 -0.1 -0.1 -0.1
H -3.626196 2.069657 -6.429998 0.0 0.0 0.0
H -2.249700 0.127339 -7.112223 0.0 0.0 0.0
H -0.870152 -1.058271 -5.471845 0.0 0.0 0.0
H 1.150535 -0.366736 -5.289437 0.0 0.0 0.0
H 3.036749 1.001046 -6.035069 0.0 0.0 0.0
H 4.110372 2.603069 -4.488743 0.0 0.0 0.0
H 3.278067 2.815000 -2.164288 0.0 0.0 0.0
H 1.399931 1.428733 -1.403105 0.0 0.0 0.1
H -2.626720 -2.162561 -3.508904 0.0 0.0 0.0
H -3.031025 -4.594977 -3.652279 0.0 0.0 0.0
H -1.246167 -6.185711 -3.018222 0.0 0.0 0.0
H 1.049913 -5.405597 -2.620501 0.0 -0.1 -0.1
H 1.154652 -3.296264 -4.157304 0.0 0.0 0.0
N 1.329697 -1.404065 -1.851002 0.6 -0.7 0.9
C 1.638100 -2.582315 -2.257317 -0.5 0.4 0.0
C 2.951076 -3.084210 -1.997579 0.2 0.0 0.1
C 3.370714 -4.410179 -2.225742 0.0 -0.2 0.0
N 3.743301 -5.490689 -2.386090 -0.1 0.0 0.0
C 3.959302 -2.172657 -1.608854 0.1 0.2 0.1
N 4.806109 -1.424061 -1.377926 -0.1 -0.1 0.1
```
Forces are in eV/Å.

electronic energy: -78364.7981 eV
net charge: 0
F_max: 1.8 eV/Å
multiplicity: 6
orbital gap (spin up / spin down): 6.5825 / 5.3842 eV